Entry 1:
Molecular formula: H15O7
Method: DFT, ωB97M-V/def2-TZVPD

Geometry as XYZ:
```
22
H15O7 (ωB97M-V/def2-TZVPD)
O 48.8880 38.0270 41.7020
H 49.4410 38.5780 41.2220
H 48.9730 37.0720 41.4170
H 48.9940 38.1330 42.6130
O 51.8040 38.6730 42.1570
H 52.5020 38.7680 41.4780
H 52.4430 38.6190 43.0240
O 48.8030 35.7010 39.7510
H 48.0040 35.8750 39.2920
H 48.9010 34.7160 39.7430
O 49.2900 38.0590 44.4140
H 49.3820 38.7430 45.0300
H 48.8320 37.4620 44.9740
O 49.4610 39.8110 39.8630
H 49.0470 39.5790 39.1320
H 50.3990 39.9650 39.5350
O 47.6920 35.3580 42.8700
H 48.3950 34.8070 43.2060
H 47.5460 35.0310 41.9200
O 50.6410 35.8910 42.0070
H 51.0850 35.0970 41.4210
H 51.2890 36.5410 42.2840
```

For the energy above the lowest of the compared OMol25 structures with the same formula, charge and spin, the calculation gives 256.2 kJ/mol. Its largest force on an atom is 0.1418 Eh/bohr. The value obtained for the LUMO energy is -3.064 eV. The value obtained for the total energy is -14568.6848 eV. The value obtained for the orbital gap is 11.55 eV. The charge is +1.

Entry 2:
Molecular formula: H15O7
Method: DFT, ωB97M-V/def2-TZVPD

Geometry as XYZ:
```
22
H15O7 (ωB97M-V/def2-TZVPD)
O 0.3309 -0.4427 -0.2374
H 1.0898 -0.7332 0.2103
H -0.2370 -0.2813 0.6089
H 0.7273 0.3407 -0.7336
O -2.5668 -0.5682 0.7585
H -2.7505 -0.0066 1.4937
H -3.0566 -1.3216 0.9986
O -0.1735 0.3658 2.8581
H -0.4183 0.9796 3.6357
H 0.3779 -0.2347 3.3037
O 0.4433 2.0643 -1.7518
H 1.3455 2.3369 -1.5006
H -0.2663 2.4381 -1.2333
O -2.5775 1.0011 -1.7319
H -2.5568 0.4088 -1.0027
H -2.5022 1.8078 -1.1533
O 1.8833 -1.0921 -2.9597
H 2.0257 -1.4524 -3.9093
H 0.9318 -1.2798 -2.9296
O 2.1983 -1.4437 1.6785
H 2.9506 -0.8562 2.1472
H 2.8009 -2.0307 1.4499
```

For the energy above the lowest of the compared OMol25 structures with the same formula, charge and spin, the calculation gives 345.0 kJ/mol. Its largest force on an atom is 0.1464 Eh/bohr. The value obtained for the LUMO energy is -3.489 eV. The value obtained for the total energy is -14567.7645 eV. The value obtained for the orbital gap is 10.82 eV. The charge is +1.

Entry 3:
Molecular formula: H16NO11
Method: DFT, ωB97M-V/def2-TZVPD

Geometry as XYZ:
```
28
H16NO11 (ωB97M-V/def2-TZVPD)
N -0.2125 0.1170 0.4325
O 0.1810 -0.9435 -0.2065
O 0.5132 1.0053 0.7746
O -1.4490 0.3209 0.4035
O -2.2395 2.4489 2.3702
H -1.5869 3.1990 2.2615
H -1.6794 2.0578 1.7320
O 1.8874 1.8737 -1.6793
H 2.5943 2.5229 -1.7031
H 1.6477 1.5696 -0.7841
O 3.0254 1.8479 1.8857
H 2.7353 2.3134 2.6483
H 2.1837 1.4494 1.4431
O -2.1723 -2.1633 1.7665
H -1.8921 -1.3176 1.2144
H -1.3646 -2.4808 2.0968
O -4.4714 0.4683 0.0190
H -4.6750 0.4734 -0.9792
H -3.5620 0.3759 0.0684
O -0.6796 -0.6137 -2.9892
H -0.9830 -0.9709 -2.1182
H -1.4117 -0.9996 -3.6012
O 1.4909 -3.5032 -0.2688
H 1.1132 -2.5754 -0.0902
H 2.3366 -3.4655 -0.5889
O 3.1238 -0.7252 -1.1768
H 3.3789 -1.3635 -1.7950
H 2.1672 -0.9210 -1.1360
```

For the energy above the lowest of the compared OMol25 structures with the same formula, charge and spin, the calculation gives 211.5 kJ/mol. Its largest force on an atom is 0.1012 Eh/bohr. The value obtained for the LUMO energy is 3.075 eV. The value obtained for the total energy is -24270.4064 eV. The value obtained for the orbital gap is 10.33 eV. The charge is -1.

Entry 4:
Molecular formula: H16NO11
Method: DFT, ωB97M-V/def2-TZVPD

Geometry as XYZ:
```
28
H16NO11 (ωB97M-V/def2-TZVPD)
N -0.1836 0.2103 0.2688
O 1.0143 0.1316 0.0002
O -0.8209 1.2204 0.1574
O -0.6954 -0.8877 0.4783
O -0.1615 -3.8426 0.7367
H 0.6973 -4.2587 0.6620
H 0.0125 -2.9093 0.6147
O -0.7527 2.8791 -2.3602
H -1.0771 2.3343 -1.6431
H 0.1440 2.5769 -2.5044
O 3.3350 1.4841 -0.7970
H 3.0148 0.5956 -0.6409
H 2.6126 1.9243 -1.2449
O -1.6081 -0.1930 -2.5998
H -1.4568 -0.9001 -3.2270
H -1.2408 -0.5184 -1.7780
O -3.6994 -1.4332 0.3520
H -3.7420 -0.7914 -0.3569
H -2.7944 -1.3900 0.6608
O -0.7354 -1.6231 3.4893
H -0.7753 -1.8215 2.5537
H -0.7485 -0.6670 3.5327
O 0.2489 4.0453 0.8729
H 0.7482 4.4400 0.1579
H 0.2287 3.1113 0.6646
O 2.9911 -1.5533 0.5028
H 2.3362 -0.9996 0.0778
H 3.1081 -1.1645 1.3696
```

For the energy above the lowest of the compared OMol25 structures with the same formula, charge and spin, the calculation gives 71.3 kJ/mol. Its largest force on an atom is 0.0609 Eh/bohr. The value obtained for the LUMO energy is 2.962 eV. The value obtained for the total energy is -24271.8596 eV. The value obtained for the orbital gap is 9.95 eV. The charge is -1.

Entry 5:
Molecular formula: H16O8
Method: DFT, ωB97M-V/def2-TZVPD

Geometry as XYZ:
```
24
H16O8 (ωB97M-V/def2-TZVPD)
O 1.6095 -0.4848 -2.0900
H 1.7111 -1.2392 -1.5292
H 2.3563 -0.5647 -2.6266
O -1.0380 -2.3728 -1.7075
H -1.0670 -2.2237 -2.6367
H -0.9731 -1.4920 -1.3583
O 0.2404 2.5724 -1.3708
H -0.4027 1.9112 -1.3886
H 0.9217 2.0477 -1.7451
O 1.2501 0.0755 1.1585
H 0.6040 -0.5417 1.4981
H 1.3836 0.8146 1.7969
O -0.8247 0.1316 -0.5060
H -1.3748 0.0441 0.2449
H 0.0035 0.4283 -0.1428
O 3.1100 1.4936 -0.5476
H 3.6287 1.0377 -1.1808
H 2.3972 0.9322 -0.3113
O -3.0619 0.1763 1.6067
H -3.4602 0.8747 1.1620
H -3.7261 -0.4421 1.9004
O -1.1258 -1.4143 3.0546
H -0.5915 -1.1744 3.7903
H -1.5705 -0.5902 2.9288
```

For the energy above the lowest of the compared OMol25 structures with the same formula, charge and spin, the calculation gives 224.0 kJ/mol. Its largest force on an atom is 0.0560 Eh/bohr. As for the structure (SMILES): O.O.O.O.O.O.O.O. The value obtained for the LUMO energy is 0.139 eV. The value obtained for the total energy is -16639.6889 eV. The value obtained for the orbital gap is 10.85 eV.

Entry 6:
Molecular formula: H16O8
Method: DFT, ωB97M-V/def2-TZVPD

Geometry as XYZ:
```
24
H16O8 (ωB97M-V/def2-TZVPD)
H -0.5358 -0.5633 0.6293
H 0.8268 -0.2542 0.0310
H -4.0951 -0.5751 0.7099
H -4.5571 0.3756 -0.3823
H 3.4591 0.5656 2.0850
H 4.5518 -0.3526 1.5626
H 4.1244 4.1342 -0.2352
H 2.7892 3.6191 0.2768
H 3.1522 -1.8482 -0.8895
H 3.5228 -2.2996 -2.2927
H -1.0979 -2.8923 -0.7666
H -1.2124 -3.0417 0.7415
H -2.2659 2.7475 -0.7990
H -3.6631 2.5924 -0.2210
H -2.5238 -1.5140 0.5656
H -2.8635 -0.4596 -0.4750
O -0.0060 -0.6985 -0.1644
O -4.7856 -0.4561 0.0480
O 3.5953 -0.2907 1.6641
O 3.4224 3.5066 -0.4411
O 3.9105 -2.0758 -1.4391
O -0.6200 -2.7202 0.0525
O -2.9722 3.2469 -0.3740
O -2.1561 -0.7462 0.1137
```

For the energy above the lowest of the compared OMol25 structures with the same formula, charge and spin, the calculation gives 486.6 kJ/mol. Its largest force on an atom is 0.0840 Eh/bohr. As for the structure (SMILES): O.O.O.O.O.O.O.O. The value obtained for the LUMO energy is 0.009 eV. The value obtained for the total energy is -16636.9673 eV. The value obtained for the orbital gap is 9.44 eV.

Entry 7:
Molecular formula: H16O8
Method: DFT, ωB97M-V/def2-TZVPD

Geometry as XYZ:
```
24
H16O8 (ωB97M-V/def2-TZVPD)
O 0.7228 0.5915 -0.5361
H 0.3708 -0.1915 -0.1721
H 1.3758 0.1565 -1.1141
O -1.5072 2.4155 -0.1611
H -0.8592 1.8685 -0.5721
H -1.2422 3.3655 -0.1891
O 0.7058 -2.2805 -0.5951
H 0.1888 -2.4255 0.2099
H 1.4478 -2.8225 -0.3521
O -2.8522 0.0775 -0.0231
H -2.3992 0.9325 -0.0391
H -3.7372 0.3155 0.3369
O 3.4138 -0.6045 -0.3461
H 3.3398 0.3355 -0.4901
H 3.0048 -0.7835 0.4339
O -0.7982 -0.5465 1.6159
H -0.3582 0.0725 2.1949
H -1.6192 -0.1835 1.2589
O 2.2988 2.0875 0.8889
H 2.4188 2.4305 0.0009
H 1.7318 1.3805 0.6009
O -2.0522 -2.4095 -0.9251
H -1.1232 -2.2245 -1.1241
H -2.4712 -1.5565 -0.9011
```

For the energy above the lowest of the compared OMol25 structures with the same formula, charge and spin, the calculation gives 210.8 kJ/mol. Its largest force on an atom is 0.0832 Eh/bohr. As for the structure (SMILES): O.O.O.O.O.O.O.O. The value obtained for the LUMO energy is 0.171 eV. The value obtained for the total energy is -16639.8262 eV. The value obtained for the orbital gap is 10.76 eV.

Entry 8:
Molecular formula: H17LiO9
Method: DFT, ωB97M-V/def2-TZVPD

Geometry as XYZ:
```
27
H17LiO9 (ωB97M-V/def2-TZVPD)
Li 44.5600 6.4890 30.6460
O 44.9430 6.5310 28.7100
H 45.1600 6.2490 27.9340
O 47.3260 5.7690 29.1950
H 47.4850 5.3620 28.3170
H 46.6630 6.3050 29.0850
O 42.6030 6.1650 31.3070
H 42.5240 6.5490 32.2330
H 42.0120 5.4280 31.3950
O 46.2070 7.3710 32.2080
H 46.4590 7.0130 33.0460
H 47.0760 7.5840 31.7950
O 43.7540 8.4890 30.5340
H 44.0570 8.6020 29.6530
H 42.8490 8.4350 30.4570
O 45.2870 4.4980 31.8640
H 45.7340 3.6310 31.5380
H 45.9540 4.8680 32.2220
O 42.5860 6.6460 27.5970
H 42.0170 7.1020 28.3060
H 43.4300 6.6800 28.0580
O 44.6410 3.6630 28.6120
H 44.0010 3.1250 28.2000
H 44.6750 4.5990 28.7500
O 45.5360 9.1490 28.2640
H 45.5540 9.0520 27.4290
H 45.2940 8.1220 28.3970
```

For the energy above the lowest of the compared OMol25 structures with the same formula, charge and spin, the calculation gives 75.6 kJ/mol. Its largest force on an atom is 0.1958 Eh/bohr. The value obtained for the LUMO energy is -0.288 eV. The value obtained for the total energy is -18908.0990 eV. The value obtained for the orbital gap is 9.64 eV.

Entry 9:
Molecular formula: H18O9
Method: DFT, ωB97M-V/def2-TZVPD

Geometry as XYZ:
```
27
H18O9 (ωB97M-V/def2-TZVPD)
O -0.1944 -0.1400 -2.3156
H -0.4748 0.6470 -2.8012
H -0.4755 -0.0054 -1.3985
O 1.9239 -1.3557 -0.0501
H 2.1969 -1.2917 0.8889
H 1.2605 -2.0403 -0.1344
O -1.0674 -1.9505 1.6490
H -0.5523 -2.6026 1.1464
H -1.4906 -1.5367 0.8867
O 2.2895 0.7438 -3.1830
H 1.8240 0.9447 -4.0384
H 1.4801 0.4416 -2.7455
O -1.9762 2.3120 -0.4013
H -2.7414 2.0975 0.1233
H -1.2181 1.8832 0.0360
O 0.0773 0.9784 3.2391
H -0.0028 1.4729 4.0570
H 0.9165 0.5298 3.1518
O 0.3038 0.9800 0.4032
H 0.6508 0.1884 -0.0595
H 0.0683 0.8404 1.2963
O 1.6791 -2.5761 -2.5545
H 1.7527 -1.9287 -1.8367
H 0.7829 -2.8648 -2.5433
O -2.4046 1.1597 2.1094
H -2.9920 1.8306 2.4193
H -1.6164 1.2425 2.6556
```

For the energy above the lowest of the compared OMol25 structures with the same formula, charge and spin, the calculation gives 295.3 kJ/mol. Its largest force on an atom is 0.0473 Eh/bohr. As for the structure (SMILES): O.O.O.O.O.O.O.O.O. The value obtained for the LUMO energy is -0.399 eV. The value obtained for the total energy is -18719.0753 eV. The value obtained for the orbital gap is 10.14 eV.

Entry 10:
Molecular formula: H18O9
Method: DFT, ωB97M-V/def2-TZVPD

Geometry as XYZ:
```
27
H18O9 (ωB97M-V/def2-TZVPD)
O 20.7861 4.1789 -1.2226
H 20.4952 5.0352 -0.8952
H 20.9318 4.3279 -2.1714
O 19.4537 1.9557 0.0718
H 19.3786 2.1759 1.0034
H 20.0574 2.6146 -0.3036
O 26.9523 4.4272 -1.5963
H 26.6778 3.7119 -1.0113
H 27.3865 3.9712 -2.3221
O 21.6640 5.2358 -3.7658
H 21.6464 6.0231 -4.3163
H 22.3833 5.4180 -3.1331
O 25.5776 1.4831 -0.6533
H 25.2916 0.9863 0.1172
H 25.0198 2.2776 -0.6487
O 23.7668 6.1060 -1.9978
H 23.6812 6.7991 -1.3377
H 23.9490 5.2896 -1.4897
O 27.3930 3.4117 1.0743
H 27.4848 3.1309 1.9892
H 26.7454 4.1234 1.0923
O 23.0046 4.2685 1.9604
H 23.4711 3.7615 2.6328
H 22.0869 4.2759 2.2488
O 23.6445 3.5835 -0.7463
H 22.7608 3.6434 -1.1390
H 23.5127 3.8438 0.1817
```

For the energy above the lowest of the compared OMol25 structures with the same formula, charge and spin, the calculation gives 184.6 kJ/mol. Its largest force on an atom is 0.0080 Eh/bohr. As for the structure (SMILES): O.O.O.O.O.O.O.O.O. The value obtained for the LUMO energy is -0.314 eV. The value obtained for the total energy is -18720.2224 eV. The value obtained for the orbital gap is 10.41 eV.

Entry 11:
Molecular formula: H18O9
Method: DFT, ωB97M-V/def2-TZVPD

Geometry as XYZ:
```
27
H18O9 (ωB97M-V/def2-TZVPD)
O 4.3290 -5.6450 -10.6930
H 3.9840 -6.5210 -10.3910
H 4.3390 -5.6720 -11.6570
O 8.7920 -5.4010 -14.4840
H 8.1160 -5.6790 -15.1120
H 9.0810 -6.2850 -14.1870
O 5.1870 -2.8890 -11.5120
H 5.8330 -3.2230 -12.1310
H 4.3020 -3.1250 -11.7540
O 4.7420 -2.9450 -15.6030
H 4.3600 -3.8140 -15.6970
H 5.4270 -3.0940 -14.9340
O 8.8910 -2.6490 -15.7340
H 9.6930 -2.7010 -16.2400
H 8.2350 -2.7790 -16.3960
O 10.9900 -3.7350 -14.2490
H 11.2590 -3.7260 -15.1310
H 10.1560 -4.1550 -14.3140
O 6.9310 -5.9730 -16.3030
H 6.2290 -5.4950 -16.7560
H 6.6050 -6.9240 -16.2820
O 6.4800 -3.8500 -13.5940
H 7.2410 -4.0090 -14.0860
H 5.9650 -4.6360 -13.6910
O 4.8560 -5.9930 -13.3510
H 5.4430 -6.7440 -13.0670
H 3.9930 -6.3320 -13.5580
```

For the energy above the lowest of the compared OMol25 structures with the same formula, charge and spin, the calculation gives 296.1 kJ/mol. Its largest force on an atom is 0.0560 Eh/bohr. As for the structure (SMILES): O.O.O.O.O.O.O.O.O. The value obtained for the LUMO energy is -0.838 eV. The value obtained for the total energy is -18719.0665 eV. The value obtained for the orbital gap is 9.12 eV.

> Which formula does entry 6 have?

H16O8

> The highest energy above the lowest of the compared OMol25 structures with the same formula, charge and spin belongs to which entry?

number 6

> energy above the lowest of the compared OMol25 structures with the same formula, charge and spin of number 9 (H18O9)?

295.3 kJ/mol